Entry 1:
{
  "formula": "C6H6NO3P",
  "method": "ωB97M-V/def2-TZVPD",
  "species": ["C", "C", "C", "C", "C", "C", "N", "O", "O", "O", "P", "H", "H", "H", "H", "H", "H"],
  "xyz": [[-2.4502, 0.5675, 0.4355], [-1.9133, -0.4071, 1.2595], [-1.7672, 0.9713, -0.7016], [-0.6932, -0.9828, 0.9460], [-0.5542, 0.3935, -1.0249], [-0.0121, -0.5896, -0.2001], [3.2299, 0.4940, 0.2580], [3.9678, 1.3811, 0.0121], [2.5496, 0.0048, -0.8358], [2.9858, -0.0138, 1.3046], [1.5900, -1.4000, -0.6080], [-3.4033, 1.0141, 0.6778], [-2.4408, -0.7240, 2.1453], [-2.1853, 1.7321, -1.3441], [-0.2710, -1.7442, 1.5848], [-0.0220, 0.7037, -1.9136], [1.3895, -1.4008, -1.9958]],
  "forces_ev_per_a": [[-0.0154, -0.0290, 0.0761], [-0.0535, -0.0061, 0.0368], [-0.0052, 0.0954, -0.1271], [0.0684, 0.0000, -0.1270], [-0.0081, -0.0318, 0.0695], [0.4561, -0.2899, -0.1362], [-0.3885, -0.3458, -0.4567], [0.7058, 0.8599, -0.3273], [0.1087, 0.1771, -0.6215], [-0.3280, -0.6148, 1.2135], [-0.4052, 0.2101, 0.4890], [-0.0644, 0.0357, 0.0238], [-0.0808, -0.0077, 0.1032], [-0.0489, 0.0620, -0.0359], [0.0564, -0.0721, 0.0918], [0.0151, 0.0274, -0.0556], [-0.0125, -0.0706, -0.2162]],
  "mulliken_charge": [-0.3878, -0.4822, -0.5370, -0.3925, -0.2730, 0.4474, 1.1526, -0.5672, -0.2988, -0.5517, 0.0626, 0.3706, 0.3648, 0.3559, 0.3634, 0.3312, 0.0417],
  "homo_lumo_gap_ev": 10.19,
  "e_lumo_ev": 0.31,
  "fmax_ev_per_a": 1.40,
  "smiles": "O=[N+]([O-])OPc1ccccc1",
  "charge": 0,
  "energy_ha": -853.93644
}

Entry 2:
{
  "formula": "C25H45GaNP2S",
  "method": "ωB97M-V/def2-TZVPD",
  "species": ["Ga", "C", "C", "C", "C", "C", "C", "H", "H", "H", "C", "H", "H", "H", "C", "H", "H", "H", "C", "H", "H", "H", "C", "H", "H", "H", "C", "C", "C", "C", "C", "C", "C", "C", "H", "H", "H", "H", "H", "H", "H", "H", "H", "H", "H", "H", "P", "C", "H", "H", "H", "C", "H", "H", "H", "C", "H", "H", "H", "P", "C", "H", "H", "H", "C", "H", "H", "H", "C", "H", "H", "H", "S", "C", "N"],
  "xyz": [[-1.1074, -0.0548, -0.0736], [0.3813, -2.2806, -1.2781], [1.3034, -2.0230, -0.2249], [-0.6450, -2.8089, 0.7151], [-0.7822, -2.8589, -0.7101], [0.6551, -2.3039, 1.0104], [0.7352, -2.2775, -2.7037], [1.4182, -1.4571, -2.9513], [-0.1455, -2.1694, -3.3349], [1.2372, -3.2150, -2.9862], [-1.6894, -3.7399, -1.4913], [-1.4355, -3.6922, -2.5615], [-2.7386, -3.4851, -1.3274], [-1.5270, -4.8100, -1.2606], [-1.5752, -3.2997, 1.7427], [-1.2521, -4.2832, 2.1113], [-2.6057, -3.3774, 1.3796], [-1.5565, -2.6258, 2.6130], [1.3053, -2.4234, 2.3358], [1.7771, -3.4095, 2.4576], [0.5775, -2.3173, 3.1444], [2.0882, -1.6682, 2.4527], [2.7610, -1.8965, -0.4431], [3.1704, -2.8800, -0.7307], [3.3073, -1.5790, 0.4570], [2.9930, -1.2011, -1.2635], [1.3740, 2.6187, -0.5179], [2.1751, 1.7494, -1.1561], [3.6630, 1.9406, -1.1934], [4.4422, 1.6693, 0.1430], [3.6104, 1.2873, 1.3263], [2.8319, 2.1976, 1.9545], [2.7594, 3.6177, 1.4653], [1.9358, 3.8453, 0.1538], [3.9154, 2.9740, -1.5027], [5.0494, 2.5722, 0.3549], [4.0866, 1.2599, -1.9552], [2.5961, 4.3985, -0.5453], [0.2769, 2.5126, -0.4879], [1.7776, 0.8843, -1.7114], [1.0966, 4.5200, 0.4116], [2.2843, 4.2318, 2.2558], [2.2795, 1.9758, 2.8754], [3.7740, 4.0378, 1.2986], [5.1561, 0.8487, -0.0597], [3.7245, 0.2548, 1.6854], [-1.8521, 0.5179, -2.2979], [-2.8552, -0.7349, -3.1573], [-3.3819, -0.2322, -3.9745], [-3.5779, -1.1915, -2.4832], [-2.2209, -1.5129, -3.5862], [-3.0092, 1.8826, -2.0096], [-3.5492, 2.0813, -2.9369], [-2.4720, 2.7807, -1.7039], [-3.7200, 1.6064, -1.2319], [-0.7795, 1.0761, -3.6498], [-0.2519, 1.9913, -3.3685], [-1.4118, 1.2715, -4.5258], [-0.0550, 0.2941, -3.9004], [-1.5146, 0.7943, 2.1516], [-0.6348, 0.2104, 3.6248], [-0.6915, 0.9613, 4.4160], [0.4105, -0.0060, 3.4046], [-1.1071, -0.7054, 3.9921], [-1.6683, 2.5980, 2.1149], [-0.7155, 3.0836, 2.3219], [-2.3976, 2.9063, 2.8654], [-2.0248, 2.9142, 1.1329], [-3.2110, 0.3341, 2.6709], [-3.3758, 0.7395, 3.6730], [-3.3196, -0.7539, 2.6928], [-3.9491, 0.7434, 1.9769], [-5.0224, -2.7085, -0.1375], [-3.9635, -1.5363, -0.0066], [-3.1370, -0.6646, 0.0585]],
  "forces_ev_per_a": [[-0.3964, -3.4129, -0.1722], [-0.4054, 0.1015, 1.0107], [-0.6041, 0.9357, 0.3374], [0.8723, 0.9109, -0.7596], [0.4074, 0.5020, 0.2876], [-0.8636, -0.0666, -0.6511], [0.3951, -0.0303, -0.7098], [0.0037, -0.1106, -0.0156], [0.0091, -0.0837, -0.1662], [-0.0721, 0.1743, -0.1262], [-0.3537, -0.1671, -0.4300], [-0.3541, 0.2155, 0.2416], [0.0264, -0.3524, -0.2572], [-0.1749, 0.4471, 0.2844], [-0.4313, -0.3784, 0.5628], [-0.2484, 0.0604, 0.0151], [0.1898, -0.0620, 0.1328], [-0.1902, -0.2178, -0.0693], [0.2996, 0.1336, 0.2948], [-0.0637, 0.1674, 0.0135], [0.1741, -0.0309, 0.0283], [-0.0121, -0.0588, 0.1964], [0.6187, 0.2546, -0.0084], [-0.0272, 0.2419, 0.0252], [-0.1907, -0.0318, -0.2962], [0.0805, -0.1401, 0.2185], [0.4201, -0.2127, -0.4051], [-0.6594, 0.2557, -0.0005], [0.5111, -0.1353, -0.4708], [0.5761, -0.3415, -0.3867], [-0.5486, 0.6119, 0.9807], [0.8204, -0.7059, -0.3434], [-0.1307, 0.4992, 0.4203], [-0.3396, 0.5753, 0.1086], [-0.2774, -0.4802, -0.0191], [-0.2962, -0.4911, 0.0736], [-0.2207, 0.4529, 0.2494], [-0.5191, -0.2898, 0.1909], [0.4007, -0.1521, -0.1645], [0.0010, 0.3419, 0.4597], [0.4169, -0.2210, -0.2952], [0.4152, -0.2297, -0.3585], [0.2095, -0.2293, -0.3818], [-0.5064, -0.3354, 0.2353], [-0.2697, 0.4626, 0.1565], [-0.2916, 0.5465, -0.0012], [-0.2448, 0.1301, -0.5709], [0.0845, -0.2925, 0.3699], [0.0887, 0.0888, 0.1377], [0.0232, -0.0141, -0.0650], [-0.0085, 0.0729, 0.1504], [0.0159, 0.0707, 0.0323], [0.0102, 0.0730, 0.0374], [0.0243, 0.0404, -0.0510], [-0.0130, -0.0658, -0.0370], [0.3273, 0.1462, 0.2142], [0.0328, -0.1249, -0.0706], [0.0992, -0.0323, 0.2320], [-0.1157, 0.1567, 0.0756], [-1.1558, -0.2931, 0.6216], [0.8065, 0.0396, -0.1438], [-0.0479, 0.0737, -0.1286], [-0.0076, 0.0714, 0.0695], [0.0003, 0.1265, -0.2612], [0.4213, 0.2084, 0.0782], [0.0450, 0.0489, -0.0989], [0.0664, -0.0320, 0.0055], [0.0107, -0.0095, 0.0382], [-0.0657, -0.1192, -0.4854], [0.1649, 0.0346, -0.0372], [0.0318, 0.1806, -0.0243], [0.1113, -0.0906, 0.1666], [-0.3039, 0.1042, 0.1153], [1.3485, 1.0682, -0.0568], [-0.1505, -0.5846, -0.3493]],
  "mulliken_charge": [-0.2648, 0.2767, 0.8656, 0.4356, 1.4566, 0.6074, -2.1460, 0.3299, 0.3861, 0.3681, -1.3678, 0.4672, 0.0036, 0.3498, -1.5805, 0.4348, 0.1214, 0.1138, -1.7537, 0.3044, 0.4591, 0.2636, -1.5502, 0.3076, 0.4410, 0.1700, 0.4131, 0.3561, -1.2145, -1.0611, -0.3045, -0.4032, -0.8585, -1.2462, 0.4260, 0.4099, 0.4051, 0.3699, 0.2864, 0.0734, 0.3486, 0.3822, 0.5200, 0.3602, 0.3101, 0.5678, 1.2416, -1.0722, 0.6001, 0.2193, 0.2829, -1.2731, 0.4991, 0.3628, 0.3153, -1.2697, 0.3813, 0.5080, 0.3126, 1.5400, -1.2598, 0.5341, 0.1101, 0.4732, -1.2405, 0.2976, 0.5352, 0.2708, -1.6745, 0.5349, 0.3492, 0.4020, -0.2739, 0.1766, -0.5235],
  "homo_lumo_gap_ev": [4.84, 4.88],
  "e_lumo_ev": [-4.40, -4.38],
  "fmax_ev_per_a": 3.44,
  "charge": 1,
  "energy_ha": -4039.71314
}

Entry 3:
{
  "formula": "C24H37FI2N5O2",
  "method": "ωB97M-V/def2-TZVPD",
  "species": ["C", "O", "C", "C", "C", "C", "C", "N", "C", "N", "C", "C", "I", "C", "C", "I", "N", "C", "C", "C", "C", "C", "C", "C", "C", "N", "C", "C", "O", "C", "N", "C", "C", "F", "H", "H", "H", "H", "H", "H", "H", "H", "H", "H", "H", "H", "H", "H", "H", "H", "H", "H", "H", "H", "H", "H", "H", "H", "H", "H", "H", "H", "H", "H", "H", "H", "H", "H", "H", "H", "H"],
  "xyz": [[3.3758, 5.1010, -1.9595], [4.1797, 4.3356, -2.9251], [3.3142, 3.6548, -3.9305], [2.8834, 2.1598, -3.3217], [4.2104, 1.2716, -2.9650], [3.9323, -0.2600, -2.4713], [2.4505, -0.6257, -1.9719], [2.0171, -0.0728, -0.5937], [0.7428, -0.5531, -0.3295], [-0.1065, -1.4281, -1.2767], [-1.4643, -1.7311, -0.6919], [-2.7181, -2.6109, -1.2722], [-3.9967, -1.7602, -2.8859], [-3.0690, -3.9788, -0.8020], [-2.2199, -4.7617, 0.3654], [-4.8068, -5.0580, -1.6524], [-1.2953, -0.9898, 0.6508], [-2.5481, -1.1245, 1.4802], [-3.8385, -0.2400, 0.8884], [-5.3050, -1.0327, 0.8503], [-6.6766, -0.2959, 0.3328], [-6.5690, 1.2709, -0.1429], [-5.1188, 2.0686, -0.1311], [-3.7451, 1.3166, 0.3838], [-2.3331, 2.1508, 0.3712], [-0.0709, -0.3452, 0.8900], [0.0836, 0.3093, 2.1888], [0.2078, -0.8063, 3.4325], [1.2036, -0.2667, 4.4169], [0.7055, -2.2846, 2.9421], [0.3778, -3.2463, 4.1043], [2.8384, 0.8268, 0.2853], [3.4006, 0.0929, 1.6797], [2.2004, 2.1725, 0.5547], [4.0717, 5.9069, -1.4267], [2.4819, 5.7022, -2.4260], [3.0254, 4.3721, -1.0817], [2.3402, 4.2947, -4.1853], [3.9686, 3.4934, -4.9077], [2.2696, 1.5980, -4.1738], [2.1968, 2.3485, -2.3911], [4.9579, 1.3201, -3.8930], [4.7891, 1.8272, -2.0848], [4.7127, -0.4910, -1.5990], [4.2188, -0.9868, -3.3677], [1.6877, -0.3046, -2.8321], [2.4275, -1.8115, -1.8221], [-1.8100, -5.8075, -0.0136], [-2.9967, -5.0242, 1.2255], [-1.3440, -4.1037, 0.8026], [-2.8615, -2.2762, 1.4941], [-2.4497, -0.8084, 2.6018], [-5.3591, -2.1575, 1.1967], [-7.7040, -0.9008, 0.3344], [-7.5535, 1.8000, -0.4907], [-5.1001, 3.1782, -0.5061], [-1.4652, 1.6102, -0.2090], [-2.0478, 2.4870, 1.4614], [-2.5515, 3.1607, -0.2262], [0.9285, 1.0674, 2.3914], [-0.9257, 0.8977, 2.4443], [-0.8023, -0.8989, 4.0461], [1.9064, -0.9612, 4.5999], [1.8916, -2.3580, 2.8320], [0.1495, -2.7245, 2.0119], [0.7829, -4.1919, 3.9283], [-0.6714, -3.3954, 4.0068], [3.8710, 1.1870, -0.2006], [4.5933, 0.0889, 1.7261], [3.0464, 0.6312, 2.6555], [3.0831, -1.0285, 1.5844]],
  "forces_ev_per_a": [[0.4235, 0.3220, 1.5461], [-2.5379, 0.5262, -0.7102], [0.1300, -0.9761, 0.2860], [0.1116, 0.3094, -0.9674], [0.3830, 1.1710, 0.5234], [1.1140, -0.0529, 0.1536], [0.7640, -1.0967, -1.4724], [-1.2634, -0.0602, -0.4151], [-4.3929, -1.4351, 1.3069], [-1.5351, 0.9564, 2.8368], [6.5347, 3.5959, 2.3476], [-0.2957, -2.8550, 1.4375], [1.5835, -0.1971, 1.5660], [2.2310, 3.3041, -0.1949], [-0.9694, -0.2342, -0.0089], [1.7785, 0.8928, 1.0019], [-3.1706, -3.0342, -2.9739], [-2.0935, 0.6926, 1.3570], [-3.2945, 1.2195, -1.3186], [0.0742, 3.6000, -1.2277], [4.0322, 1.9803, 0.3306], [3.2414, -2.1645, 1.2745], [-0.6380, -4.1763, 1.2115], [-2.9328, -1.7167, -0.1070], [-1.2536, 0.8113, -0.5381], [0.5419, -1.0876, -3.9344], [-1.4469, 0.4038, 3.5700], [1.0867, -0.4498, 0.3478], [-0.3677, -1.5568, -1.4166], [0.0984, -1.0806, 0.8472], [-1.2488, 0.1203, -1.5084], [2.5246, 1.1493, 0.8061], [0.0893, -0.0584, -0.2887], [0.6336, -3.2177, -0.4295], [-1.2913, -1.8355, -1.3722], [1.6340, -1.4177, 0.6891], [0.3671, 1.5716, -1.9330], [2.1698, -1.3533, 0.5791], [-1.3739, 0.4562, 2.1434], [1.1253, 1.2187, 1.8514], [1.2786, -0.5476, -1.6768], [-1.7199, -0.3498, 2.0090], [-1.2447, -1.0220, -1.9581], [-1.6639, 0.3075, -1.8939], [-0.9350, 1.3868, 2.0284], [1.4756, -0.7395, 2.2750], [-0.1442, 2.6954, -0.5592], [-0.8282, 2.3940, 0.5834], [1.6806, 0.6344, -1.7351], [-1.7857, -1.2638, -1.0610], [0.7392, 2.6526, -0.1652], [0.3162, -0.5395, -2.2234], [0.1780, 2.5097, -0.7808], [2.5791, 1.6006, -0.0422], [2.2569, -1.0139, 0.7051], [0.1038, -2.4343, 0.8656], [-1.7780, 0.9233, 1.3752], [-0.4009, -0.8535, -2.1849], [0.4996, -2.2417, 1.3198], [-1.1942, -1.4574, -1.3045], [2.2652, -1.2052, -0.9416], [2.0080, 0.1254, -1.4941], [-1.5217, 1.0368, -0.3488], [-2.6685, 0.5385, -0.1181], [1.2588, 1.4001, 1.2122], [-0.2766, 1.1209, 0.0296], [1.7026, 0.1105, 0.5294], [-2.9082, -1.1814, 0.1904], [-2.6931, 0.2431, -0.4645], [0.4118, -1.2430, -1.9289], [0.4424, 2.1680, 0.5616]],
  "mulliken_charge": [-0.4012, -0.3317, -0.6044, -0.1287, -0.4714, -0.7845, -0.5672, 0.4429, 0.0621, -0.5655, 0.3171, -0.6917, 0.1498, 0.0845, -0.6700, 0.1298, 0.8106, -0.7436, 0.3170, -0.4701, -0.5029, -0.3889, -0.7075, 0.6304, -0.6223, 0.7203, -0.8798, 0.3799, -0.5650, -0.1189, -0.6200, 0.3049, -0.7019, -0.3924, 0.2416, 0.2632, 0.0478, 0.3031, 0.3139, 0.3021, 0.0340, 0.3910, 0.1445, 0.2022, 0.3528, 0.3609, 0.4604, 0.3851, 0.3189, 0.0120, 0.1017, 0.3955, 0.2357, 0.2939, 0.3020, 0.2559, 0.0262, 0.2174, 0.3979, 0.1820, 0.2089, 0.2204, 0.4064, 0.2880, -0.3432, 0.2805, 0.2869, -0.0337, 0.3543, 0.2940, 0.0762],
  "homo_lumo_gap_ev": 7.11,
  "e_lumo_ev": -3.87,
  "fmax_ev_per_a": 7.82,
  "charge": 1,
  "energy_ha": -2055.22182
}

Entry 4:
{
  "formula": "C10H8ClNO2",
  "method": "ωB97M-V/def2-TZVPD",
  "species": ["C", "C", "C", "C", "C", "C", "C", "C", "C", "C", "N", "O", "O", "Cl", "H", "H", "H", "H", "H", "H", "H", "H"],
  "xyz": [[2.3783, 1.6050, 0.3404], [2.2765, 0.8151, -0.8059], [1.2882, 2.2798, 0.7781], [1.0741, 0.7082, -1.5238], [0.0629, 2.1051, 0.1341], [-0.0487, 1.3275, -1.0760], [-1.2654, 1.4971, -1.6935], [-3.4017, -0.0042, 1.0124], [-3.9497, 1.3563, 0.9216], [-2.4895, -1.9355, 0.2343], [-2.3204, 1.6957, -2.1206], [-3.4209, -0.2791, 2.2283], [-3.0293, -0.6353, -0.0756], [-3.1953, 2.7146, 1.2279], [3.3588, 1.6317, 0.7716], [3.1277, 0.1038, -1.1593], [1.3540, 2.9783, 1.6820], [0.8102, 0.2380, -2.4559], [-0.8381, 2.6885, 0.5201], [-2.7249, -2.2821, 1.2954], [-1.3777, -1.9480, 0.1038], [-2.9232, -2.6639, -0.4654]],
  "forces_ev_per_a": [[1.1910, -1.4592, -1.7388], [0.7866, -2.1985, -1.2820], [-1.6879, 1.5392, 1.7523], [0.0182, -0.1726, -0.3765], [-0.8363, 0.9235, 0.0258], [1.4895, 2.5592, 4.2259], [-2.7730, -0.1815, -1.6310], [0.1604, 3.5588, 2.1832], [-2.0162, -3.0306, -0.9560], [0.5689, -1.6590, 0.6171], [0.6217, -0.0988, 0.1155], [0.1946, -0.8261, -2.1425], [0.2033, -1.0791, 1.0831], [1.2650, 1.5632, 0.5219], [0.1577, 0.3003, 0.5592], [-1.3449, 1.7752, 0.7405], [-0.1589, -1.1676, -1.4109], [1.3359, -0.7751, -0.3635], [1.4783, -1.0703, -0.7196], [0.2065, 0.7749, -1.4462], [-0.9518, 0.3235, 0.0776], [0.0912, 0.4006, 0.1648]],
  "mulliken_charge": [-0.2325, -0.5912, -0.5917, -0.2702, 0.2755, 0.6722, -0.0618, 1.0678, -0.4830, -0.6621, -0.5285, -0.5526, -0.2226, 0.0494, 0.4198, 0.2438, 0.2863, 0.4204, -0.0632, 0.3218, 0.2464, 0.2560],
  "homo_lumo_gap_ev": 8.08,
  "e_lumo_ev": -0.37,
  "fmax_ev_per_a": 5.16,
  "charge": 0,
  "energy_ha": -1051.10678
}

> charge of number 1 (C6H6NO3P)?

0

> charge of number 2 (C25H45GaNP2S)?

+1